(P)
Formula: C12H25N3O3
Source: the OMol25 dataset
Level of theory: wB97M-V/def2-TZVPD

Each line ends with the Mulliken charge.
Geometry (Å):
C1 -0.749 0.483 0.762  0.69
C2 -0.471 -0.752 -0.131  -0.12
C3 0.041 0.407 2.089  -0.89
C4 -0.616 -0.404 3.222  -1.26
C5 -0.594 -1.933 3.051  -0.19
C6 -1.963 -2.582 3.275  -0.96
C7 1.513 0.285 -1.384  -0.50
C8 2.216 1.038 -0.257  0.06
C9 0.782 1.221 -2.365  0.81
C10 1.798 2.132 -3.059  -1.68
C11 -0.035 0.410 -3.386  -0.35
C12 -0.823 1.275 -4.358  -1.43
H1 -2.586 -0.107 1.454  0.29
H2 -2.646 0.873 0.125  0.33
H3 -0.356 1.341 0.233  0.26
H4 1.046 0.042 1.889  0.30
H5 0.130 1.431 2.453  0.51
H6 -1.633 -0.039 3.355  0.56
H7 -0.053 -0.160 4.118  0.46
H8 0.133 -2.393 3.749  0.41
H9 -0.250 -2.203 2.051  0.17
H10 -2.320 -2.311 4.272  0.39
H11 -1.828 -3.670 3.240  0.36
H12 -2.611 -2.315 1.339  0.13
H13 -3.830 -2.526 2.443  0.23
H14 0.761 -1.679 -1.342  0.37
H15 2.289 -0.208 -1.916  0.68
H16 0.088 1.850 -1.802  0.07
H17 1.271 2.860 -3.708  0.41
H18 2.382 2.699 -2.369  0.46
H19 2.490 1.529 -3.688  0.32
H20 -0.745 -0.241 -2.850  0.31
H21 0.654 -0.225 -3.955  0.29
H22 -1.474 0.650 -4.962  0.42
H23 -0.199 1.860 -5.042  0.33
H24 -1.482 1.986 -3.811  0.32
H25 3.536 0.828 1.048  0.44
N1 -2.145 0.710 1.010  -0.78
N2 -2.931 -2.086 2.288  -0.46
N3 0.703 -0.810 -0.843  -0.05
O1 -1.239 -1.703 -0.190  -0.70
O2 2.001 2.174 0.073  -0.56
O3 3.144 0.271 0.334  -0.47

Calculated values
Total charge: 0
LUMO energy (eV): 0.6
HOMO level (hartree): -0.3252
Spin multiplicity: 1


(Q)
Formula: C12H25N3O3
Source: the OMol25 dataset
Level of theory: wB97M-V/def2-TZVPD

Each line ends with the Mulliken charge.
Geometry (Å):
C1 1.888 1.201 -0.214  0.15
C2 0.663 1.561 -1.046  0.17
C3 1.415 0.256 0.980  -0.07
C4 2.276 -0.888 1.436  0.89
C5 1.607 -1.581 2.604  -1.68
C6 3.829 -0.650 1.718  -1.24
C7 -1.729 1.826 -1.062  0.01
C8 -2.791 2.341 -0.042  0.27
C9 -2.170 0.687 -2.072  -1.30
C10 -2.914 -0.449 -1.493  -0.47
C11 -2.082 -1.332 -0.523  0.44
C12 -1.451 -2.629 -1.240  -0.91
H1 2.567 2.966 0.818  0.27
H2 3.166 2.774 -0.792  0.29
H3 2.364 0.534 -0.866  0.33
H4 0.520 -0.208 0.607  -0.72
H5 1.110 0.786 1.999  0.31
H6 2.244 -1.677 0.621  0.28
H7 2.140 -2.510 2.876  0.40
H8 0.550 -1.934 2.311  0.31
H9 1.533 -0.924 3.438  0.47
H10 4.246 -1.189 0.872  0.28
H11 3.958 0.418 1.706  0.34
H12 4.201 -1.115 2.690  0.34
H13 -0.363 0.925 0.417  0.54
H14 -1.480 2.718 -1.771  0.57
H15 -2.583 1.298 -2.825  0.51
H16 -1.209 0.538 -2.582  0.44
H17 -3.648 0.137 -0.808  0.28
H18 -3.384 -1.114 -2.339  0.35
H19 -2.578 -1.545 0.417  0.38
H20 -1.144 -0.780 -0.257  -0.83
H21 -1.989 -3.436 -1.590  0.51
H22 -0.994 -2.349 -2.132  0.41
H23 -0.135 -2.605 0.327  0.12
H24 -1.112 -3.909 0.252  0.28
H25 -2.602 4.162 -0.548  0.37
N1 2.805 2.233 0.082  -0.52
N2 -0.480 1.564 -0.271  -0.20
N3 -0.583 -3.282 -0.319  -0.63
O1 0.674 1.998 -2.211  -0.68
O2 -3.461 1.518 0.557  -0.55
O3 -2.873 3.665 0.278  -0.49

Calculated values
Total charge: 0
LUMO energy (eV): 0.4
HOMO level (hartree): -0.3323
Spin multiplicity: 1


Which of them is least stable? Easy: (Q).


(P)
Formula: CHBrN2O3
Source: the OMol25 dataset
Level of theory: wB97M-V/def2-TZVPD

Each line ends with the Mulliken charge.
Geometry (Å):
C1 -0.043 -0.359 0.413  -0.07
N1 1.231 -0.870 0.157  -0.01
N2 -0.113 0.873 1.281  0.89
O1 -0.536 1.899 0.820  -0.55
O2 2.141 -0.444 0.813  -0.27
O3 0.098 0.689 2.443  -0.46
Br1 -0.721 -1.928 1.281  -0.03
H1 -0.618 -0.263 -0.481  0.49

Calculated values
Total charge: 0
LUMO energy (eV): -1.4
HOMO level (hartree): -0.3812
Spin multiplicity: 1


(Q)
Formula: CHBrN2O3
Source: the OMol25 dataset
Level of theory: wB97M-V/def2-TZVPD

Each line ends with the Mulliken charge.
Geometry (Å):
C1 -0.500 0.091 0.751  -0.24
N1 0.732 1.568 -0.750  0.26
N2 -0.138 -0.855 -0.109  0.74
O1 1.173 -0.798 -0.178  -0.53
O2 1.406 0.788 -1.246  0.03
O3 -0.799 -1.621 -0.748  -0.64
Br1 -2.275 0.274 1.026  -0.07
H1 0.400 0.553 1.255  0.45

Calculated values
Total charge: 0
LUMO energy (alpha / beta) (eV): -1.8 / -1.9
HOMO level (alpha / beta) (hartree): -0.3328 / -0.3332
Spin multiplicity: 1


Which of them is least stable? Easy: (Q).


(P)
Formula: C5H16NO
Source: the OMol25 dataset
Level of theory: wB97M-V/def2-TZVPD

Each line ends with the Mulliken charge.
Geometry (Å):
C1 -1.036 0.187 -1.376  -1.62
C2 -0.433 -0.668 -0.259  0.16
C3 1.140 -0.457 0.035  0.40
C4 2.035 -1.393 -0.907  -1.68
C5 1.421 0.912 -0.278  -1.39
N1 -1.232 -0.540 1.036  -0.17
H1 -0.368 0.184 -2.295  0.36
H2 -1.175 1.229 -1.173  0.47
H3 -2.019 -0.167 -1.652  0.43
H4 -0.372 -1.734 -0.730  0.24
H5 1.407 -0.736 1.040  0.40
H6 3.097 -1.206 -0.662  0.42
H7 1.751 -1.126 -1.852  0.45
H8 2.158 -2.479 -0.770  0.37
H9 2.373 1.038 -0.729  0.48
H10 1.217 1.500 0.616  0.30
H11 0.799 1.192 -1.074  0.32
H12 -1.274 0.417 1.328  0.35
H13 -0.815 -1.040 1.793  0.35
H14 -2.238 -0.780 0.846  0.39
H15 -1.417 2.016 2.798  0.32
H16 -2.925 2.088 2.038  0.32
O1 -2.092 1.564 2.226  -0.67

Calculated values
Total charge: +1
LUMO energy (eV): -3.3
HOMO level (hartree): -0.5488
Spin multiplicity: 1


(Q)
Formula: C5H16NO
Source: the OMol25 dataset
Level of theory: wB97M-V/def2-TZVPD

Each line ends with the Mulliken charge.
Geometry (Å):
C1 0.563 -0.559 -1.798  -0.82
C2 0.589 0.402 -0.636  -0.74
C3 -0.764 0.980 -0.135  1.10
C4 -1.811 -0.161 -0.016  -1.54
C5 -0.622 1.749 1.148  -1.58
N1 0.254 -1.985 -1.359  -0.21
H1 1.531 -0.615 -2.290  0.47
H2 -0.153 -0.317 -2.580  0.36
H3 1.213 1.231 -0.994  0.35
H4 1.204 0.038 0.200  0.29
H5 -1.056 1.621 -0.961  0.19
H6 -2.271 -0.372 -0.985  0.33
H7 -2.590 0.122 0.686  0.41
H8 -1.378 -1.078 0.391  0.32
H9 0.052 2.595 0.963  0.41
H10 -1.551 2.221 1.454  0.44
H11 -0.245 1.217 2.018  0.26
H12 -0.701 -2.043 -1.043  0.24
H13 0.480 -2.658 -2.091  0.38
H14 0.810 -2.209 -0.558  0.34
H15 1.506 0.387 2.796  0.30
H16 2.796 -0.274 3.248  0.33
O1 2.144 -0.291 2.544  -0.62

Calculated values
Total charge: +1
LUMO energy (eV): -3.3
HOMO level (hartree): -0.5404
Spin multiplicity: 1


(R)
Formula: C5H16NO
Source: the OMol25 dataset
Level of theory: wB97M-V/def2-TZVPD

Each line ends with the Mulliken charge.
Geometry (Å):
C1 -0.124 1.770 -0.807  -1.11
C2 0.373 0.302 -0.850  -0.07
C3 -0.732 -0.716 -0.560  0.75
C4 -1.663 -0.951 -1.718  -1.53
C5 -1.475 -0.327 0.807  -0.78
N1 2.687 -0.839 1.113  -0.50
H1 -0.975 1.893 -1.480  0.31
H2 -0.304 2.084 0.210  0.33
H3 0.670 2.410 -1.200  0.39
H4 0.797 0.173 -1.848  0.55
H5 -0.253 -1.678 -0.305  0.27
H6 -2.427 -1.673 -1.421  0.43
H7 -2.165 -0.055 -2.088  0.34
H8 -1.139 -1.414 -2.561  0.40
H9 -1.597 -1.267 1.355  0.43
H10 -0.687 0.237 1.415  0.11
H11 -2.449 0.156 0.825  0.35
H12 2.618 -1.653 1.726  0.29
H13 3.697 -0.668 1.050  0.31
H14 1.161 0.228 -0.062  -0.25
H15 1.055 1.193 2.820  0.28
H16 2.229 -0.045 1.588  0.18
O1 0.705 0.842 1.991  -0.49

Calculated values
Total charge: +1
LUMO energy (eV): -10.1
HOMO level (hartree): -0.5481
Spin multiplicity: 1


Which of them is least stable? Easy: (R).


(P)
Formula: C5H16NO
Source: the OMol25 dataset
Level of theory: wB97M-V/def2-TZVPD

Each line ends with the Mulliken charge.
Geometry (Å):
C1 -0.378 -0.177 1.305  -1.15
C2 0.513 -0.534 0.101  1.05
C3 1.452 -1.645 0.560  -1.78
C4 1.342 0.697 -0.298  -0.82
C5 0.473 1.918 -0.714  -1.13
N1 -1.826 0.232 0.958  -0.13
H1 -0.539 -1.056 1.946  0.42
H2 0.044 0.624 1.898  0.39
H3 -0.013 -1.019 -0.728  0.24
H4 1.758 -2.224 -0.321  0.41
H5 1.002 -2.414 1.185  0.44
H6 2.348 -1.218 1.025  0.35
H7 2.031 0.340 -1.067  0.47
H8 2.046 0.996 0.479  0.40
H9 -0.422 1.603 -1.230  0.25
H10 1.059 2.575 -1.347  0.37
H11 0.271 2.457 0.209  0.30
H12 -2.520 -0.449 1.252  0.38
H13 -1.889 0.226 -0.073  0.24
H14 -1.844 1.233 1.162  0.41
H15 -0.932 -0.467 -2.365  0.30
H16 -2.370 -0.975 -2.212  0.28
O1 -1.604 -0.725 -1.727  -0.66

Calculated values
Total charge: +1
LUMO energy (eV): -3.3
HOMO level (hartree): -0.5503
Spin multiplicity: 1


(Q)
Formula: C5H16NO
Source: the OMol25 dataset
Level of theory: wB97M-V/def2-TZVPD

Each line ends with the Mulliken charge.
Geometry (Å):
C1 -0.272 -1.580 0.480  -1.31
C2 0.428 -0.689 -0.522  -0.20
C3 1.151 0.568 0.024  0.48
C4 2.541 0.140 0.532  -1.46
C5 0.314 1.325 1.075  -1.44
N1 -0.623 -0.216 -1.508  -0.12
H1 0.396 -2.061 1.185  0.36
H2 -1.013 -1.006 1.045  0.34
H3 -0.867 -2.328 -0.051  0.43
H4 1.201 -1.264 -1.034  0.38
H5 1.324 1.210 -0.848  0.31
H6 2.976 0.993 1.051  0.41
H7 2.480 -0.721 1.189  0.31
H8 3.162 -0.086 -0.333  0.41
H9 0.679 2.350 1.108  0.43
H10 -0.751 1.358 0.840  0.35
H11 0.470 0.831 2.032  0.35
H12 -1.272 0.342 -0.940  0.24
H13 -0.289 0.415 -2.242  0.38
H14 -1.140 -0.957 -1.946  0.36
H15 -3.630 1.236 -0.239  0.30
H16 -3.992 -0.245 -0.411  0.29
O1 -3.272 0.385 -0.485  -0.60

Calculated values
Total charge: +1
LUMO energy (eV): -3.1
HOMO level (hartree): -0.5710
Spin multiplicity: 1


Which of them is least stable? Easy: (P).


(P)
Formula: C6H13N4
Source: the OMol25 dataset
Level of theory: wB97M-V/def2-TZVPD

Each line ends with the Mulliken charge.
Geometry (Å):
C1 2.089 -1.652 1.024  0.54
C2 0.995 0.881 0.379  -0.68
C3 -0.586 -0.939 0.319  -0.46
C4 -0.151 1.950 0.359  -0.51
C5 -1.784 0.025 0.082  -0.73
C6 1.930 -2.144 -1.259  -0.94
N1 2.504 -1.977 2.034  -0.51
N2 0.582 -0.365 -0.213  0.11
N3 1.525 -1.439 -0.124  -0.24
N4 -1.413 1.308 0.818  -0.28
H1 1.879 1.218 -0.212  0.34
H2 1.387 0.830 1.427  0.38
H3 -0.450 -1.110 1.528  0.33
H4 -0.807 -1.874 -0.251  0.34
H5 0.203 2.732 1.096  0.35
H6 -0.403 2.324 -0.708  0.34
H7 -1.706 0.255 -1.022  0.37
H8 -2.701 -0.376 0.584  0.39
H9 2.612 -1.521 -1.862  0.30
H10 2.409 -3.097 -0.867  0.37
H11 1.130 -2.669 -1.757  0.33
H12 -1.418 1.055 1.901  0.46
H13 -2.242 2.021 0.658  0.40

Calculated values
Total charge: +1
LUMO energy (eV): -3.7
HOMO level (hartree): -0.4651
Spin multiplicity: 1


(Q)
Formula: C6H13N4
Source: the OMol25 dataset
Level of theory: wB97M-V/def2-TZVPD

Each line ends with the Mulliken charge.
Geometry (Å):
C1 1.493 -0.385 1.414  -0.66
C2 2.116 -1.204 0.334  -0.22
C3 0.505 0.385 0.978  0.43
C4 0.795 -0.397 -1.368  0.77
C5 1.185 0.490 -2.512  -1.37
C6 -1.767 0.259 1.828  -0.83
N1 1.750 -1.219 -0.879  -0.57
N2 0.221 0.493 -0.308  -0.27
N3 -0.739 -1.220 -1.776  -0.67
N4 -0.451 0.999 1.878  -0.06
H1 1.781 -0.545 2.457  0.27
H2 2.941 -1.832 0.711  0.37
H3 2.006 1.000 -2.131  0.43
H4 0.400 1.161 -2.635  0.39
H5 1.285 -0.197 -3.427  0.33
H6 -2.397 0.756 2.567  0.37
H7 -2.087 0.503 0.874  0.39
H8 -1.865 -0.813 1.918  0.33
H9 -0.784 0.885 -0.521  0.27
H10 -1.147 -0.931 -2.560  0.22
H11 -0.471 -2.215 -2.002  0.27
H12 0.050 0.844 2.788  0.44
H13 -0.572 1.983 1.775  0.37

Calculated values
Total charge: +1
LUMO energy (eV): -3.5
HOMO level (hartree): -0.4520
Spin multiplicity: 1


Which of them is least stable? Easy: (P).